## i
Here is 2 unconnected molecules or ions with the total composition CH6NPS from the OMol25 dataset. Energies are from ωB97M-V with the def2-TZVPD basis set.

ORCA input file:
```
! wB97M-V def2-TZVPD RIJCOSX def2/J DEFGRID3
* xyz 0 1
H -3.36 1.05 0.60
N -2.91 0.16 0.86
P -1.85 -0.50 -0.06
H -1.81 0.27 -1.23
C 1.38 -0.22 1.27
S 1.50 0.89 -0.19
H 0.30 -0.10 1.50
H 1.90 0.43 1.97
H 1.79 -1.18 1.29
H 2.78 0.81 -0.37
*
```

## Properties
**E_HOMO**: -9.2 eV
**Orbital gap**: 0.3267 hartree
**SMILES**: [H]/N=P\[H].CS
**E_LUMO**: -0.30 eV

## ii
Here is 3 unconnected molecules or ions with the total composition CH6NPS from the OMol25 dataset. Energies are from ωB97M-V with the def2-TZVPD basis set.

ORCA input file:
```
! wB97M-V def2-TZVPD RIJCOSX def2/J DEFGRID3
* xyz 0 1
C -0.80 0.82 0.69
N 0.87 -1.23 1.05
P -2.03 -0.45 0.43
S -0.14 -0.56 -0.31
H -0.07 1.02 1.40
H -0.94 1.66 0.04
H 1.53 -1.87 0.73
H 0.17 -1.32 1.74
H 0.93 1.14 -3.28
H 0.48 0.80 -2.49
*
```

## Properties
**E_HOMO**: -7.5 eV
**Orbital gap**: 0.2927 hartree
**E_LUMO**: 0.50 eV

## iii
Here is CH6NPS in the gas phase from the OMol25 dataset. Energies are from ωB97M-V with the def2-TZVPD basis set.

ORCA input file:
```
! wB97M-V def2-TZVPD RIJCOSX def2/J DEFGRID3
* xyz 0 1
C -0.52 -0.14 -1.58
S 0.20 0.20 -0.13
N -0.87 0.37 1.43
P 2.27 -0.18 0.07
H 0.09 -0.67 -2.25
H -1.39 0.33 -1.77
H 0.22 1.73 -0.02
H -0.20 0.29 2.18
H -1.60 -0.30 1.61
H 1.80 -1.63 0.46
*
```

## Properties
**E_HOMO**: -7.7 eV
**Orbital gap**: 0.2808 hartree
**SMILES**: C=[S@@H](N)=P
**E_LUMO**: -0.09 eV

Going by the energies, i is most stable and the next is 2.332 eV up.

## i
Here is C7H8N2O3 in the gas phase from the OMol25 dataset. Energies are from ωB97M-V with the def2-TZVPD basis set.

ORCA input file:
```
! wB97M-V def2-TZVPD RIJCOSX def2/J DEFGRID3
* xyz 0 1
C 2.08 1.88 -3.42
O 1.06 1.11 -2.73
C 1.00 1.12 -1.35
O 1.49 2.07 -0.74
C 0.21 0.13 -0.61
C 0.33 0.42 0.78
N -0.33 -0.27 1.72
C -1.10 -1.21 1.24
O -2.04 -1.80 1.98
C -1.85 -1.53 3.47
C -1.12 -1.60 -0.24
N -0.32 -0.98 -1.07
H 3.21 1.55 -3.08
H 1.87 2.91 -3.14
H 1.90 1.71 -4.46
H 1.00 1.25 0.96
H -0.96 -2.04 3.68
H -1.80 -0.45 3.73
H -2.68 -2.00 3.93
H -1.94 -2.28 -0.66
*
```

## Properties
**E_HOMO**: -9.0 eV
**Orbital gap**: 0.3381 hartree
**SMILES**: COC(=O)c1cnc(OC)cn1
**E_LUMO**: 0.24 eV

## ii
Here is C7H8N2O3 in the gas phase from the OMol25 dataset. Energies are from ωB97M-V with the def2-TZVPD basis set.

ORCA input file:
```
! wB97M-V def2-TZVPD RIJCOSX def2/J DEFGRID3
* xyz 0 1
O -1.82 1.02 -1.28
N -2.39 0.22 -0.63
O -3.25 -0.54 -1.03
N -2.04 0.19 0.78
O -2.40 -1.07 1.42
C -0.83 0.84 1.25
C 0.41 0.42 0.55
C 0.58 -0.99 0.27
C 1.63 -1.45 -0.47
C 2.48 -0.48 -1.14
C 2.30 0.88 -0.82
C 1.17 1.33 -0.11
H -2.60 -1.52 0.61
H -0.98 0.40 2.29
H -1.02 1.86 1.28
H -0.11 -1.75 0.79
H 1.67 -2.55 -0.80
H 3.47 -0.77 -1.49
H 2.86 1.63 -1.40
H 0.87 2.34 -0.07
*
```

## Properties
**E_HOMO**: -9.4 eV
**Orbital gap**: 0.3624 hartree
**SMILES**: O=[N+]([O-])N(O)Cc1ccccc1
**E_LUMO**: 0.46 eV

Going by the energies, i is most stable and the next is 4.027 eV up.

## i
Here is C18H24N4OS in the gas phase from the OMol25 dataset. Energies are from ωB97M-V with the def2-TZVPD basis set.

ORCA input file:
```
! wB97M-V def2-TZVPD RIJCOSX def2/J DEFGRID3
* xyz 0 1
C 1.28 3.00 -1.73
C 1.58 3.22 -0.27
O 2.72 3.36 0.14
N 0.51 3.29 0.57
C -0.86 3.05 0.22
C -1.23 1.57 0.55
N -0.32 1.04 1.55
C 0.77 0.33 1.08
N 1.96 0.69 1.53
C 3.06 0.21 0.95
C 4.36 0.72 1.44
N 3.06 -0.62 -0.08
C 1.88 -1.10 -0.42
S 1.67 -2.30 -1.66
C -0.03 -2.43 -1.27
C -0.43 -1.57 -0.30
C 0.65 -0.75 0.17
C -1.79 -1.70 0.31
C -2.75 -2.41 -0.64
C -2.14 -3.73 -1.13
C -3.15 -4.54 -1.95
C -0.89 -3.42 -1.97
C -0.03 2.02 2.58
C 0.73 3.24 2.00
H 0.69 3.81 -2.14
H 0.76 2.06 -1.88
H 2.23 2.95 -2.26
H -1.04 3.26 -0.83
H -1.48 3.73 0.81
H -2.26 1.53 0.93
H -1.16 0.96 -0.35
H 4.44 1.77 1.15
H 4.40 0.67 2.53
H 5.17 0.16 1.00
H -2.20 -0.73 0.60
H -1.69 -2.28 1.24
H -3.69 -2.61 -0.12
H -2.96 -1.77 -1.49
H -1.84 -4.32 -0.26
H -3.49 -3.96 -2.80
H -4.01 -4.80 -1.34
H -2.69 -5.45 -2.31
H -0.33 -4.33 -2.16
H -1.20 -3.01 -2.94
H -0.99 2.33 3.00
H 0.56 1.54 3.35
H 1.80 3.13 2.16
H 0.38 4.17 2.47
*
```

## Properties
**E_HOMO**: -7.9 eV
**Orbital gap**: 0.3104 hartree
**SMILES**: CC(=O)N1CCN(c2nc(C)nc3sc4c(c23)CC[C@@H](C)C4)CC1
**E_LUMO**: 0.59 eV

## ii
Here is C18H24N4OS in the gas phase from the OMol25 dataset. Energies are from ωB97M-V with the def2-TZVPD basis set.

ORCA input file:
```
! wB97M-V def2-TZVPD RIJCOSX def2/J DEFGRID3
* xyz 0 1
C 0.13 -2.02 2.23
C 0.42 -1.78 0.75
N 1.75 -1.22 0.65
C 2.56 -1.47 -0.41
O 2.29 -2.28 -1.28
C 3.83 -0.69 -0.43
C 4.45 -0.45 -1.65
C 5.64 0.27 -1.68
C 6.16 0.70 -0.48
N 5.60 0.45 0.70
C 4.47 -0.23 0.72
C -0.56 -0.81 0.04
C -1.91 -1.41 -0.20
C -2.83 -1.97 0.63
C -3.99 -2.42 -0.03
C -3.95 -2.20 -1.37
S -2.49 -1.44 -1.84
N -0.51 0.48 0.72
C -0.03 1.59 -0.09
C -1.11 2.18 -0.99
N -2.20 2.67 -0.16
C -3.21 3.34 -0.94
C -2.76 1.57 0.61
C -1.67 0.93 1.47
H 0.96 -2.55 2.68
H -0.76 -2.63 2.35
H -0.01 -1.07 2.74
H 0.44 -2.73 0.20
H 1.92 -0.41 1.22
H 3.99 -0.82 -2.56
H 6.14 0.48 -2.61
H 7.08 1.27 -0.44
H 4.08 -0.43 1.71
H -0.12 -0.67 -0.96
H -2.70 -2.07 1.69
H -4.82 -2.89 0.47
H -4.69 -2.43 -2.11
H 0.83 1.26 -0.69
H 0.31 2.37 0.60
H -0.70 3.02 -1.56
H -1.46 1.41 -1.71
H -3.98 3.72 -0.28
H -2.76 4.17 -1.48
H -3.69 2.67 -1.68
H -3.53 1.98 1.27
H -3.22 0.82 -0.04
H -2.09 0.09 2.03
H -1.31 1.68 2.19
*
```

## Properties
**E_HOMO**: -8.3 eV
**Orbital gap**: 0.3284 hartree
**SMILES**: C[C@H](NC(=O)c1cccnc1)[C@@H](c1cccs1)N1CCN(C)CC1
**E_LUMO**: 0.67 eV

Going by the energies, i is most stable and the next is 1.635 eV up.

## i
Here is C4H3F3 in the gas phase from the OMol25 dataset. Energies are from ωB97M-V with the def2-TZVPD basis set.

ORCA input file:
```
! wB97M-V def2-TZVPD RIJCOSX def2/J DEFGRID3
* xyz 0 1
C -0.02 -0.02 0.04
C -1.49 -0.20 0.01
C -2.57 -0.94 0.14
F -3.05 -2.14 0.50
C -2.87 0.45 -0.19
F -3.36 1.33 0.84
F -3.32 0.87 -1.34
H 0.21 0.15 0.98
H 0.22 0.58 -0.76
H 0.51 -1.00 -0.20
*
```

## Properties
**E_HOMO**: -10.9 eV
**Orbital gap**: 0.4215 hartree
**SMILES**: CC1=C(F)C1(F)F
**E_LUMO**: 0.61 eV

## ii
Here is a molecular structure, C4H3F3 from the OMol25 dataset. Energies are from ωB97M-V with the def2-TZVPD basis set.

ORCA input file:
```
! wB97M-V def2-TZVPD RIJCOSX def2/J DEFGRID3
* xyz 0 1
C -0.76 0.20 -0.32
C 2.59 0.29 -0.98
C 0.58 0.49 -0.88
C -1.01 -0.50 1.03
F 3.05 -0.29 0.06
F -1.76 0.87 -0.97
F 0.52 1.23 -1.97
H -0.68 -0.08 1.99
H -0.48 -1.38 1.07
H -2.06 -0.83 0.96
*
```

## Properties
**E_HOMO (spin up / spin down)**: -8.7 / -8.7 eV
**Orbital gap (spin up / spin down)**: 0.2759 / 0.2759 hartree
**E_LUMO (spin up / spin down)**: -1.18 / -1.18 eV

## iii
Here is C4H3F3 in the gas phase from the OMol25 dataset. Energies are from ωB97M-V with the def2-TZVPD basis set.

ORCA input file:
```
! wB97M-V def2-TZVPD RIJCOSX def2/J DEFGRID3
* xyz 0 1
C -0.02 0.76 -0.08
C 1.90 -1.22 0.07
C 1.25 0.14 0.03
C -1.22 -0.03 0.02
F 0.92 -2.14 0.08
F -0.17 2.06 -0.05
F 2.21 1.07 -0.05
H -1.05 -0.97 -0.45
H -2.17 0.48 -0.56
H -1.65 -0.15 0.99
*
```

## Properties
**E_HOMO**: -9.8 eV
**Orbital gap**: 0.3182 hartree
**E_LUMO**: -1.17 eV

Going by the energies, i is most stable and the next is 1.426 eV up.